This record from OMol25 describes a single C21H30N4O2 molecule. The level of theory is ωB97M-V with the def2-TZVPD basis set.

```
! RIJCOSX wB97M-V def2-TZVPD def2/J DEFGRID3
* xyz 0 1
C 1.239 6.795 -0.584
C 1.786 5.531 -1.149
C 1.155 4.383 -1.401
C -0.301 4.118 -1.167
C 1.991 3.287 -1.980
O 3.153 3.461 -2.321
N 1.367 2.098 -2.138
C 2.085 0.939 -2.600
C 2.188 -0.143 -1.514
N 0.975 -0.912 -1.394
C -0.266 -0.423 -1.194
N -0.722 0.739 -0.893
C -2.164 0.580 -0.774
C -2.472 -0.947 -0.895
C -2.882 -1.569 0.438
N -1.191 -1.411 -1.372
C -0.577 -2.699 -1.520
C 0.935 -2.362 -1.456
C 1.630 -3.008 -0.233
C 0.868 -2.785 1.042
C 0.115 -3.805 1.604
C -0.636 -3.608 2.751
C -0.648 -2.360 3.362
O -1.355 -2.042 4.482
C -2.140 -3.040 5.086
C 0.115 -1.329 2.808
C 0.860 -1.542 1.669
H 1.377 7.604 -1.302
H 1.792 7.062 0.317
H 0.184 6.726 -0.336
H 2.843 5.560 -1.388
H -0.806 5.009 -0.806
H -0.780 3.807 -2.095
H -0.440 3.323 -0.436
H 0.473 1.898 -1.687
H 3.087 1.280 -2.880
H 1.586 0.519 -3.481
H 2.990 -0.838 -1.771
H 2.438 0.346 -0.564
H -2.658 1.150 -1.568
H -2.493 0.981 0.188
H -3.248 -1.141 -1.646
H -3.817 -1.130 0.776
H -2.113 -1.386 1.186
H -3.022 -2.643 0.334
H -0.864 -3.389 -0.720
H -0.852 -3.148 -2.484
H 1.455 -2.703 -2.361
H 2.633 -2.585 -0.148
H 1.725 -4.079 -0.424
H 0.116 -4.786 1.147
H -1.204 -4.432 3.154
H -2.605 -2.567 5.949
H -2.921 -3.402 4.409
H -1.530 -3.885 5.423
H 0.103 -0.366 3.293
H 1.444 -0.731 1.265
*
```

Properties
- SMILES = C/C=C(\C)C(=O)NCCN1C2=NC[C@H](C)N2C[C@@H]1Cc1ccc(OC)cc1
- E_LUMO (eV) = 0.64
- ΔE to the lowest compared entry with this formula, charge and spin (kcal per mole) = 11.9
- gap between HOMO and LUMO (eV) = 8.838


This record from OMol25 describes a molecular structure, C21H30N7O7P2STi. The level of theory is ωB97M-V with the def2-TZVPD basis set.

```
! RIJCOSX wB97M-V def2-TZVPD def2/J DEFGRID3
* xyz 1 1
Ti -0.427 0.689 -0.286
C 2.017 2.754 -0.426
C 1.272 2.757 -1.742
N -0.156 2.500 -1.485
C -0.903 3.646 -0.913
C -0.816 3.686 0.613
N -0.800 2.328 1.213
C 0.107 2.189 2.360
C 1.544 1.963 1.871
N 1.557 1.609 0.420
H 1.825 3.675 0.120
H 3.095 2.691 -0.579
H 1.636 1.952 -2.372
H 1.412 3.712 -2.255
H -0.607 2.240 -2.379
H -1.937 3.552 -1.233
H -0.511 4.583 -1.320
H -1.664 4.254 1.000
H 0.080 4.209 0.944
H -1.737 2.077 1.506
H -0.217 1.314 2.917
H 0.056 3.055 3.025
H 1.999 1.157 2.447
H 2.164 2.848 2.016
H 2.222 0.858 0.278
C 1.332 -0.595 -5.345
C 1.103 -1.927 -5.060
C 1.174 -2.349 -3.742
C 1.474 -1.419 -2.758
N 1.701 -0.132 -3.025
C 1.621 0.260 -4.293
C 1.642 -1.843 -1.343
C 2.331 -3.029 -1.102
C 2.622 -3.421 0.190
C 2.237 -2.589 1.227
C 1.548 -1.437 0.916
N 1.217 -1.064 -0.330
H 1.277 -0.214 -6.354
H 0.857 -2.627 -5.847
H 0.972 -3.379 -3.480
H 1.790 1.315 -4.486
H 2.670 -3.614 -1.944
H 3.160 -4.340 0.379
H 2.450 -2.820 2.261
H 1.216 -0.798 1.724
O -4.440 0.077 -0.119
P -3.659 1.032 -1.096
O -4.391 2.224 -1.485
O -2.249 1.273 -0.477
O -3.299 0.055 -2.366
P -1.831 0.054 -3.001
O -1.893 -1.195 -3.954
O -1.406 1.288 -3.676
O -0.890 -0.319 -1.793
H -3.868 -0.519 0.394
H -2.524 -1.874 -3.682
C -2.397 -3.942 5.093
C -1.499 -2.873 4.560
C -0.402 -2.400 5.283
C 0.338 -1.394 4.708
N 0.046 -0.872 3.511
C -1.019 -1.390 2.901
S -1.570 -0.758 1.345
N -1.796 -2.362 3.368
H -1.862 -4.616 5.759
H -2.840 -4.501 4.272
H -3.209 -3.482 5.660
H -0.147 -2.804 6.252
H 1.202 -0.976 5.214
*
```

Properties
- E_LUMO (eV) = -3.89
- ΔE to the lowest compared entry with this formula, charge and spin (kcal per mole) = 10.3
- gap between HOMO and LUMO (eV) = 7.437


This record from OMol25 describes 7 unconnected molecules or ions with the total composition C21H30O21 in a non-equilibrium geometry. The level of theory is ωB97M-V with the def2-TZVPD basis set.

```
! RIJCOSX wB97M-V def2-TZVPD def2/J DEFGRID3
* xyz 0 1
C -3.089 -4.438 5.165
O -2.265 -4.553 4.012
C -1.769 -3.401 3.596
O -2.127 -2.302 3.895
O -0.834 -3.671 2.689
C -0.308 -2.523 2.011
H -3.895 -3.716 5.007
H -2.540 -4.041 6.021
H -3.536 -5.403 5.376
H 0.647 -2.828 1.592
H -0.147 -1.704 2.708
H -0.997 -2.258 1.209
O 0.093 1.068 2.551
C -0.958 1.083 3.090
O -1.076 0.812 4.438
C -2.411 0.675 4.798
C -3.163 0.803 3.437
O -2.165 1.421 2.632
H -2.708 -0.255 5.280
H -2.772 1.483 5.442
H -4.086 1.366 3.526
H -3.343 -0.166 2.968
O -2.196 1.250 -7.903
C -1.086 0.967 -7.577
O -0.111 0.688 -8.459
C 1.124 0.440 -7.781
C 0.682 0.343 -6.328
O -0.652 0.844 -6.317
H 1.529 -0.538 -8.039
H 1.851 1.210 -8.022
H 1.297 0.940 -5.656
H 0.693 -0.679 -5.957
O 0.343 -0.599 -3.463
C 0.269 -0.102 -2.381
O 0.777 -0.610 -1.221
C 0.630 0.350 -0.202
C -0.176 1.509 -0.800
O -0.306 1.091 -2.161
H 0.058 -0.097 0.605
H 1.579 0.762 0.139
H 0.402 2.434 -0.802
H -1.038 1.702 -0.160
O -5.323 -0.491 -6.111
C -4.423 -0.526 -5.335
O -3.630 -1.562 -5.077
C -2.475 -1.083 -4.339
C -3.062 0.150 -3.687
O -4.042 0.568 -4.624
H -2.177 -1.854 -3.631
H -1.632 -0.894 -4.988
H -2.323 0.951 -3.652
H -3.465 0.000 -2.681
O 2.898 2.735 0.314
C 2.612 3.079 1.416
O 2.140 4.272 1.752
C 2.027 4.378 3.160
C 2.420 3.006 3.702
O 2.755 2.287 2.502
H 2.657 5.202 3.498
H 1.008 4.687 3.401
H 1.609 2.478 4.197
H 3.262 3.093 4.385
O 4.264 -2.358 3.954
C 4.456 -1.728 2.962
O 5.633 -1.663 2.336
C 5.462 -1.054 1.068
C 4.153 -0.251 1.282
O 3.538 -0.966 2.341
H 6.314 -0.459 0.748
H 5.289 -1.774 0.264
H 3.548 -0.383 0.385
H 4.285 0.803 1.501
*
```

Properties
- SMILES = COC(=O)OC.O=C1OCCO1.O=C1OCCO1.O=C1OCCO1.O=C1OCCO1.O=C1OCCO1.O=C1OCCO1
- E_LUMO (eV) = 0.09
- ΔE to the lowest compared entry with this formula, charge and spin (kcal per mole) = 5.9
- gap between HOMO and LUMO (eV) = 10.281


This record from OMol25 describes 2 unconnected molecules or ions with the total composition C21H31Br2N4O3P in a non-equilibrium geometry. The level of theory is ωB97M-V with the def2-TZVPD basis set.

```
! RIJCOSX wB97M-V def2-TZVPD def2/J DEFGRID3
* xyz 2 1
C 3.350 -0.467 2.363
C 3.125 0.486 1.334
C 3.104 2.065 1.605
O 2.061 2.595 0.747
C 1.185 3.485 1.455
C -0.031 2.708 2.224
N 0.022 1.288 1.772
C -1.368 3.424 1.744
O -2.548 3.078 2.479
O -3.181 1.978 1.929
P 0.333 2.860 4.078
N -0.870 3.427 4.967
C 4.552 2.589 1.253
Br 5.668 1.450 0.058
C 5.117 3.775 1.726
C 4.332 4.738 2.693
Br 6.962 4.256 1.214
H 2.645 -0.547 3.251
H 4.217 -1.194 2.258
H 2.913 0.172 0.262
H 2.809 2.245 2.690
H 1.795 4.119 2.162
H 0.734 4.193 0.687
H -0.919 0.891 1.681
H 0.559 0.743 2.454
H -1.546 3.069 0.668
H -1.210 4.549 1.655
H -3.155 1.309 2.653
H 1.453 3.736 4.251
H 0.712 1.540 4.539
H -1.071 2.675 5.649
H 3.550 5.377 2.164
H 3.819 4.171 3.541
H 5.059 5.485 3.151
C -0.373 1.573 -1.873
N -0.834 0.184 -2.085
C -2.126 -0.118 -1.862
C -2.601 -1.399 -2.090
C -1.744 -2.392 -2.561
C -0.407 -2.047 -2.757
C 0.027 -0.755 -2.512
C -2.222 -3.757 -2.870
C -2.068 -4.290 -4.150
C -2.472 -5.585 -4.424
N -3.015 -6.349 -3.460
C -3.201 -5.860 -2.220
C -2.815 -4.568 -1.904
C -3.399 -7.749 -3.749
H -0.599 1.850 -0.843
H -0.907 2.210 -2.578
H 0.699 1.639 -2.049
H -2.771 0.680 -1.512
H -3.653 -1.603 -1.917
H 0.314 -2.781 -3.102
H 1.059 -0.463 -2.662
H -1.633 -3.700 -4.951
H -2.358 -6.020 -5.410
H -3.649 -6.522 -1.488
H -2.962 -4.214 -0.889
H -4.457 -7.867 -3.513
H -2.784 -8.397 -3.125
H -3.225 -7.971 -4.800
*
```

Properties
- E_LUMO (eV) = -7.69
- gap between HOMO and LUMO (eV) = 4.199